The following is a quantum chemistry calculation of C27H50AlO2 as an isolated structure, from OMol25.

CARTESIAN COORDINATES (ANGSTROEM)
C: -4.548 0.555 5.223
C: -4.077 1.593 4.191
C: -5.083 1.654 3.039
C: -4.839 2.854 2.104
C: -3.643 2.560 1.170
C: -3.783 3.140 -0.247
C: -2.916 2.429 -1.305
C: -1.495 2.119 -0.837
C: -0.648 1.354 -1.901
Al: 0.273 -0.227 -0.952
C: 1.870 -0.788 -2.082
C: 2.393 -2.233 -1.918
C: 3.210 -2.517 -0.649
C: 4.430 -1.597 -0.453
C: 2.310 -2.603 0.616
C: 0.926 0.543 0.856
O: 2.356 0.839 0.798
C: 2.618 2.077 0.198
C: 3.487 2.943 1.120
O: 4.880 2.694 0.982
C: 5.327 1.546 1.686
C: 6.440 1.909 2.679
C: -1.173 -1.654 -0.722
C: -1.193 -2.740 -1.768
C: -1.494 -4.030 -1.386
C: -1.487 -5.059 -2.296
C: -1.184 -4.772 -3.598
C: -0.878 -3.508 -4.011
C: -0.499 -3.204 -5.444
C: -0.889 -2.489 -3.087
H: -4.917 -0.340 4.714
H: -3.754 0.227 5.896
H: -5.382 0.940 5.816
H: -3.103 1.247 3.836
H: -3.955 2.559 4.687
H: -4.950 0.719 2.485
H: -6.104 1.631 3.435
H: -4.573 3.678 2.774
H: -5.754 3.126 1.573
H: -3.482 1.479 1.136
H: -2.750 3.002 1.620
H: -3.504 4.200 -0.194
H: -4.843 3.137 -0.527
H: -3.468 1.550 -1.654
H: -2.865 3.114 -2.162
H: -1.584 1.459 0.031
H: -1.030 3.072 -0.565
H: -1.364 1.007 -2.659
H: 0.081 2.021 -2.374
H: 2.679 -0.087 -1.843
H: 1.645 -0.610 -3.141
H: 3.075 -2.434 -2.763
H: 1.609 -2.995 -1.981
H: 3.609 -3.530 -0.770
H: 5.344 -2.196 -0.559
H: 4.508 -0.799 -1.191
H: 4.476 -1.195 0.558
H: 2.598 -3.497 1.178
H: 1.271 -2.722 0.303
H: 2.452 -1.754 1.282
H: 0.728 -0.192 1.645
H: 0.408 1.475 1.124
H: 3.205 1.943 -0.724
H: 1.712 2.628 -0.079
H: 3.350 4.007 0.908
H: 3.149 2.748 2.146
H: 5.775 0.873 0.948
H: 4.521 1.048 2.225
H: 6.024 2.568 3.443
H: 7.217 2.435 2.120
H: 6.859 1.001 3.113
H: -2.137 -1.124 -0.801
H: -1.159 -2.100 0.280
H: -1.702 -4.218 -0.339
H: -1.719 -6.064 -1.963
H: -1.158 -5.594 -4.312
H: 0.500 -3.618 -5.612
H: -1.198 -3.624 -6.167
H: -0.405 -2.123 -5.553
H: -0.629 -1.470 -3.356

Summary:
LUMO level: 2.857 eV
Total charge: -1
Frontier orbital gap: 7.236 eV
Energy above the lowest of the compared OMol25 structures with the same formula, charge and spin: 0.0000 eV
HOMO level: -4.4 eV

Atomic partial charges in e from the Mulliken method, atoms 1 to 2: C -1.312; C -0.128


The following is a quantum chemistry calculation of C5H12N2O in the gas phase, from OMol25.

CARTESIAN COORDINATES (ANGSTROEM)
C: -0.229 -0.649 0.117
C: 1.482 0.921 -0.415
C: 0.958 -1.228 -0.695
C: -0.744 1.846 -0.104
C: -0.338 -1.206 1.530
N: 0.219 0.837 0.276
N: -1.439 -0.866 -0.606
O: 1.526 -0.134 -1.369
H: -2.244 -0.453 -0.146
H: -1.375 -0.505 -1.552
H: 2.297 0.776 0.315
H: 1.623 1.863 -0.949
H: 0.624 -1.962 -1.426
H: 1.693 -1.680 -0.015
H: -1.020 1.821 -1.169
H: -1.648 1.716 0.490
H: -0.327 2.829 0.115
H: -1.375 -1.220 1.860
H: 0.080 -2.211 1.597
H: 0.238 -0.492 2.146

Summary:
LUMO level: 0.955 eV
Total charge: 0
Frontier orbital gap: 9.552 eV
Energy above the lowest of the compared OMol25 structures with the same formula, charge and spin: 1.8596 eV
HOMO level: -8.6 eV

Atomic partial charges in e from the natural (NBO) method, atoms 1 to 2: C 0.246; C 0.086


The following is a quantum chemistry calculation of a 2-piece molecular cluster, C4H12 overall, from OMol25.

CARTESIAN COORDINATES (ANGSTROEM)
C: -0.699 -1.927 -2.091
C: 0.690 -1.384 -1.719
H: -0.805 -1.975 -3.178
H: -0.797 -2.940 -1.704
H: -1.527 -1.329 -1.713
H: 1.413 -2.101 -2.113
H: 0.874 -0.367 -2.042
H: 0.815 -1.509 -0.639
C: -0.683 1.842 1.589
C: 0.713 1.527 2.219
H: -1.331 0.980 1.737
H: -1.113 2.715 2.079
H: -0.659 2.088 0.529
H: 1.478 1.542 1.444
H: 0.705 0.534 2.656
H: 0.928 2.305 2.946

Summary:
LUMO level: 1.087 eV
Total charge: 0
Frontier orbital gap: 12.854 eV
Energy above the lowest of the compared OMol25 structures with the same formula, charge and spin: 0.2513 eV
HOMO level: -11.8 eV

Atomic partial charges in e from the natural (NBO) method, atoms 1 to 2: C -0.601; C -0.606


The following is a quantum chemistry calculation of a 3-piece molecular cluster, C3H10O4 overall, from OMol25.

CARTESIAN COORDINATES (ANGSTROEM)
O: 0.923 0.983 0.492
C: 0.380 -0.084 0.463
O: 0.368 -0.881 1.570
C: -0.458 -0.627 -0.702
C: -0.783 0.613 -1.537
H: 1.014 -0.606 2.218
H: -1.321 -1.209 -0.408
H: 0.138 -1.360 -1.250
H: -1.428 1.253 -0.940
H: -1.311 0.370 -2.461
H: 0.122 1.170 -1.757
H: 0.543 -2.631 0.512
H: 0.893 -3.313 -0.909
O: 1.117 -3.249 0.037
H: 0.408 3.688 1.237
H: -0.171 2.492 1.849
O: -0.435 3.393 1.585

Summary:
LUMO level: 0.470 eV
Total charge: 0
Frontier orbital gap: 11.635 eV
Energy above the lowest of the compared OMol25 structures with the same formula, charge and spin: 0.3393 eV
HOMO level: -11.2 eV

Atomic partial charges in e from the natural (NBO) method, atoms 1 to 2: O -0.599; C 0.812


The following is a quantum chemistry calculation of C7H6N2O5S in the gas phase, from OMol25.

CARTESIAN COORDINATES (ANGSTROEM)
C: -1.142 2.071 -0.745
C: -1.476 0.704 -0.639
C: 0.192 2.445 -0.633
C: -0.586 -0.294 -0.381
C: 1.136 1.372 -0.461
C: 0.748 0.059 -0.262
C: 1.006 -5.069 1.688
N: 1.454 -2.667 0.503
N: 0.848 -2.668 1.587
O: 0.817 -6.087 2.241
O: 0.468 -3.949 2.153
O: 0.483 -1.775 2.292
O: 2.944 -0.764 1.217
O: 2.819 -1.385 -1.189
S: 2.156 -1.099 0.055
H: -1.960 2.871 -0.831
H: -2.501 0.492 -0.883
H: 0.611 3.527 -0.623
H: -0.887 -1.346 -0.254
H: 2.207 1.466 -0.391
H: 1.721 -4.764 0.795

Summary:
LUMO level: -0.642 eV
Total charge: 0
Frontier orbital gap: 9.732 eV
Energy above the lowest of the compared OMol25 structures with the same formula, charge and spin: 0.4009 eV
HOMO level: -10.4 eV

Atomic partial charges in e from the natural (NBO) method, atoms 1 to 2: C -0.187; C -0.210


The following is a quantum chemistry calculation of C21H41AsN3O5SiW as an isolated structure, from OMol25.

CARTESIAN COORDINATES (ANGSTROEM)
W: 0.754 -0.021 0.872
O: 0.088 1.165 3.750
C: 1.142 0.865 2.984
O: 1.492 -0.375 2.811
C: 2.167 1.999 2.997
O: 2.947 2.169 1.843
C: 4.004 1.241 1.649
C: 3.517 0.011 0.891
O: 3.885 -1.107 1.204
O: 2.668 0.276 -0.083
H: -0.422 0.357 3.890
H: 2.803 1.804 3.873
H: 1.631 2.932 3.157
H: 4.452 0.924 2.593
H: 4.752 1.758 1.045
C: 1.846 -3.896 1.281
As: 1.394 -2.569 -0.042
C: 2.894 -2.669 -1.245
C: 0.102 -3.460 -1.166
H: 2.149 -4.823 0.794
H: 0.990 -4.076 1.927
H: 2.668 -3.490 1.868
H: 2.869 -3.626 -1.766
H: 3.804 -2.562 -0.663
H: 2.843 -1.850 -1.960
H: 0.303 -3.185 -2.201
H: -0.916 -3.189 -0.905
H: 0.229 -4.537 -1.065
C: -3.723 -1.720 2.817
Si: -2.462 -2.156 1.523
C: -3.410 -2.152 -0.092
C: -1.899 -3.885 1.910
C: -1.088 -0.911 1.734
H: -4.558 -2.423 2.803
H: -4.125 -0.718 2.660
H: -3.282 -1.747 3.815
H: -4.293 -2.779 0.046
H: -2.872 -2.553 -0.952
H: -3.767 -1.149 -0.336
H: -2.762 -4.553 1.915
H: -1.465 -3.908 2.912
H: -1.166 -4.302 1.218
H: -0.723 -1.288 2.708
H: -1.651 -0.001 1.987
N: -0.936 2.170 -3.267
C: -1.813 0.960 -3.068
C: -1.279 0.194 -1.872
N: 0.146 -0.141 -1.924
C: 1.002 0.936 -2.441
C: 0.450 1.693 -3.629
H: -0.905 2.727 -2.393
H: -1.311 2.775 -3.996
H: -1.774 0.402 -4.004
H: -2.832 1.301 -2.889
H: -1.861 -0.712 -1.717
H: -1.436 0.815 -0.994
H: 0.291 -0.984 -2.473
H: 1.989 0.537 -2.670
H: 1.152 1.654 -1.650
H: 0.338 1.090 -4.531
H: 1.062 2.566 -3.847
N: 0.085 1.570 0.462
C: -0.215 2.831 0.001
C: -1.540 3.196 -0.246
C: -1.832 4.390 -0.900
C: -0.811 5.239 -1.313
C: 0.511 4.895 -1.027
C: 0.810 3.707 -0.375
H: -2.337 2.542 0.086
H: -2.866 4.662 -1.073
H: -1.041 6.169 -1.812
H: 1.315 5.563 -1.306
H: 1.829 3.432 -0.138

Summary:
LUMO level (alpha / beta): -2.642 / -3.379 eV
Total charge: +1
Frontier orbital gap (alpha / beta): 6.869 / 7.552 eV
2S+1: 3
HOMO level (alpha / beta): -9.5 / -10.9 eV

Atomic partial charges in e from the Mulliken method, atoms 1 to 2: W 0.749; O -0.529


We obtain E values of -1451.69878; -382.43419; -159.57574; -421.27258; -1154.04565; -3957.37330 Ha for the records listed above, in that order.